# 1
75
Properties=species:S:1:pos:R:3:mulliken_charge:R:1 method="wB97M-V/def2-TZVPD" e_lumo_ev=2.1 fmax_ev_per_a=3.0 relative_energy_kj_mol=0.0 gap_ev=5.93 homo_energy_ev=-3.8 spin_multiplicity=1 charge=-1
O -1.52045 2.94857 1.00746 -0.3890
C -1.83627 3.52439 -0.01931 -0.5636
C -2.61993 2.92179 -1.11937 0.5980
C -2.85558 1.53485 -1.16152 0.2928
H -2.28502 0.85066 -0.51668 0.6537
C -3.81951 1.03410 -2.01746 -0.6732
H -4.02241 -0.03501 -2.03384 0.4062
C -4.55062 1.91324 -2.82401 -0.5642
H -5.37480 1.54222 -3.40887 0.3913
C -4.21200 3.26153 -2.88919 -0.5357
H -4.70183 3.92284 -3.59116 0.3913
C -3.25910 3.76753 -2.03961 -0.6284
H -2.94061 4.80658 -2.05597 0.3516
H -1.33461 4.48683 -0.28124 0.2706
C 2.64072 2.70389 -1.77956 -1.0098
C 2.09832 1.37465 -2.23245 0.6279
H 2.63625 3.44474 -2.57434 0.4306
H 3.64553 2.58264 -1.37276 0.2049
H 1.96712 3.07746 -1.00591 0.0621
C 1.24836 1.18435 -3.25646 0.3643
C 1.17322 1.61369 -4.70322 -1.4265
H 0.46062 0.45152 -3.02795 0.2721
H 0.30331 2.26835 -4.84517 0.2828
H 1.00740 0.71829 -5.30844 0.3256
H 2.07427 2.10148 -5.08806 0.3295
Zn 2.07945 0.04329 -0.89584 -0.1565
Cl 2.46571 -1.50849 -2.66363 -0.6859
C 2.38247 -2.74313 -0.03512 -0.0165
O 2.28795 -1.59565 0.46742 -0.4562
N 2.99156 -3.78804 0.53917 0.4043
C 3.66738 -3.61788 1.81780 -1.0223
C 3.26987 -5.02728 -0.20815 -0.8770
H 1.93066 -2.98557 -1.02321 0.3154
H 3.22531 -2.76921 2.34921 0.2326
H 4.74666 -3.46225 1.66647 0.3115
H 3.55778 -4.53742 2.40117 0.3425
H 2.64326 -5.04195 -1.11016 0.2857
H 3.04363 -5.89467 0.42656 0.3031
H 4.33639 -5.08484 -0.48469 0.3178
H -4.68539 0.83842 2.59815 0.3400
H -3.50263 -1.41023 3.58524 0.3241
C -3.86688 0.76426 1.87256 -0.9653
C -2.76299 -1.24422 2.78917 -1.0426
N -2.68900 0.16369 2.45878 0.5037
H -3.62958 1.75639 1.49343 0.2315
C -1.66131 0.91137 2.93429 -0.1740
O -0.52535 0.49912 3.17951 -0.6137
H -1.77995 -1.59572 3.10974 0.2211
H -1.91891 1.96930 3.11511 0.5737
H -4.22184 0.14609 1.04320 0.2939
H -3.09697 -1.80665 1.91153 0.3190
H 4.68071 2.37670 3.31217 0.3393
H 2.48451 3.28334 4.56692 0.3124
C 4.18102 2.70442 2.38536 -1.0079
C 2.11428 3.50130 3.55716 -0.8323
N 2.72744 2.60748 2.56419 0.2073
H 4.42838 2.04378 1.54965 0.2228
C 1.98931 1.83040 1.74911 0.7609
O 2.48800 1.14300 0.81615 -0.5948
H 1.02721 3.38463 3.54637 0.2038
H 0.90858 1.80071 1.97892 -0.1576
H 4.46018 3.75259 2.17388 0.3094
H 2.36408 4.55264 3.35683 0.3218
F -1.97037 -6.30891 -0.89502 -0.3601
C -1.67764 -5.01261 -0.72128 0.5988
C -2.09823 -4.05774 -1.65069 0.2892
F -2.85120 -4.45191 -2.69862 -0.3552
C -1.74860 -2.73545 -1.50712 0.1339
F -2.15654 -1.83864 -2.42777 -0.3836
C -0.93999 -2.24371 -0.42093 0.5446
O -0.55594 -1.04362 -0.34035 -0.4933
C -0.62956 -3.26458 0.55324 -0.0649
F 0.04495 -2.90004 1.66878 -0.5146
C -0.94678 -4.59664 0.39130 0.1413
F -0.53343 -5.50702 1.29911 -0.3964

# 2
71
Properties=species:S:1:pos:R:3:lowdin_spin:R:1 method="wB97M-V/def2-TZVPD" e_lumo_ev="-7.0 / -6.8" fmax_ev_per_a=3.0 relative_energy_kj_mol=153.3 gap_ev="6.59 / 6.83" s_squared=0.77 homo_energy_ev="-13.6 / -13.6" spin_multiplicity=2 charge=+2
Ru 0.21392 -1.03043 -0.59280 0.8658
C -4.26089 0.08728 -1.07875 -0.0006
C -3.55795 0.70223 0.09027 -0.0047
N -4.07770 1.74992 0.68530 0.0002
C -3.48406 2.30180 1.75420 -0.0057
C -2.35608 1.76849 2.33069 0.0013
C -1.71636 2.41694 3.52445 0.0003
O -0.33430 2.66365 3.22654 0.0002
C -1.77694 0.65048 1.70764 -0.0045
C -0.63124 0.00379 2.28977 0.0014
N 0.30173 -0.61956 1.66931 -0.0126
C 1.44879 -1.01444 2.42785 -0.0006
C 1.83051 -0.29869 3.56670 -0.0005
C 2.93779 -0.66170 4.31416 0.0004
C 3.73780 -1.71893 3.90812 -0.0002
C 3.41540 -2.40670 2.74927 0.0031
C 2.28410 -2.04613 2.03964 0.0039
I 1.83187 -3.18356 0.35113 0.0933
C -2.32909 0.13728 0.54547 0.0007
O -1.80140 -0.87920 -0.10167 -0.0269
H -5.19621 0.61048 -1.25785 0.0000
H -4.46811 -0.96766 -0.89324 -0.0001
H -3.64421 0.13518 -1.98044 -0.0003
H -3.95634 3.18962 2.15797 -0.0003
H -1.79731 1.76427 4.40139 0.0001
H -2.24046 3.34657 3.74754 0.0000
H 0.01996 3.25219 3.90414 0.0000
H -0.58347 0.05910 3.37484 -0.0006
H 1.26342 0.57772 3.85477 0.0000
H 3.17869 -0.10951 5.21203 0.0000
H 4.61193 -1.99949 4.47907 -0.0001
H 4.04082 -3.21849 2.40397 0.0015
N 0.99713 -0.87158 -2.74005 -0.0063
C 0.49494 -1.91432 -3.66777 -0.0001
C -1.01120 -2.04583 -3.52486 -0.0010
C -1.44737 -3.48710 -3.34159 0.0000
C -0.90100 -4.06867 -2.04220 0.0034
N -1.13919 -3.14802 -0.91371 0.0502
H 0.76008 0.04794 -3.10437 0.0000
H 2.01022 -0.93004 -2.68078 0.0000
H 0.99198 -2.84346 -3.39194 0.0000
H 0.76656 -1.69510 -4.70113 -0.0002
H -1.53475 -1.60020 -4.37107 0.0000
H -1.30653 -1.49042 -2.63147 -0.0004
H -1.12361 -4.11522 -4.17328 0.0000
H -2.53959 -3.51499 -3.32788 0.0000
H 0.17616 -4.24781 -2.08969 0.0004
H -1.37372 -5.04011 -1.88376 0.0017
H -0.97402 -3.62946 -0.03551 0.0006
H -2.10744 -2.83773 -0.91349 0.0004
C 4.44371 0.64646 -1.48524 0.0016
C 3.19796 0.75093 -0.65150 0.0052
O 2.49318 -0.23777 -0.39376 0.0329
N 2.86823 1.95617 -0.19335 0.0018
C 1.71478 2.15098 0.67096 -0.0001
C 0.45507 2.35294 -0.12546 0.0007
C -0.15932 3.59365 -0.14680 -0.0001
C -1.29293 3.79159 -0.91627 0.0007
C -1.77098 2.73861 -1.67710 -0.0008
C -1.11495 1.52856 -1.60373 0.0005
N -0.03283 1.31938 -0.83636 -0.0063
H 4.72199 -0.39886 -1.58665 0.0001
H 5.27062 1.19507 -1.03616 0.0000
H 4.26163 1.06357 -2.47811 0.0004
H 3.43458 2.75341 -0.43698 0.0000
H 1.89843 3.00835 1.31189 0.0000
H 1.60649 1.26725 1.29007 -0.0001
H 0.25138 4.40197 0.44230 0.0000
H -1.78472 4.75499 -0.93886 0.0000
H -2.64354 2.85100 -2.30508 -0.0001
H -1.46206 0.68136 -2.18077 0.0001

# 3
67
Properties=species:S:1:pos:R:3:lowdin_spin:R:1 method="wB97M-V/def2-TZVPD" e_lumo_ev="-5.5 / -8.0" fmax_ev_per_a=0.1 gap_ev="6.42 / 6.04" s_squared=8.91 homo_energy_ev="-11.9 / -14.1" spin_multiplicity=6 charge=+2
Ir -0.03459 -0.30042 -0.18279 2.4689
C 2.74264 2.88071 -0.70513 0.0022
C 1.32514 3.45689 -0.64749 0.0108
C 0.36244 2.79654 0.36580 0.0199
N -0.55972 1.81706 -0.21366 0.2635
C -1.64252 2.17816 -0.85468 0.0151
C -1.94226 3.56155 -1.07015 0.1696
C -2.98377 4.18858 -1.70940 -0.0224
C -4.07769 3.64277 -2.37633 0.2210
C -4.37711 2.28611 -2.54225 -0.0146
C -3.70964 1.18326 -2.08484 0.1566
C -2.51284 1.04096 -1.30252 0.0290
N -2.10340 -0.13546 -0.92350 0.2357
C -2.83893 -1.36162 -1.22352 0.0188
C -2.26755 -2.57753 -0.49789 0.0033
C -1.01600 -3.22265 -1.08718 0.0190
N 0.18201 -2.41055 -0.90041 0.2455
C 1.36989 -2.83192 -1.21012 0.0380
C 1.56827 -4.14957 -1.75323 0.1636
C 2.68935 -4.79608 -2.19382 -0.0123
C 4.01146 -4.34075 -2.27820 0.2376
C 4.50165 -3.08989 -1.90149 -0.0215
C 3.84646 -2.02995 -1.33136 0.1789
C 2.47778 -1.84702 -0.94032 0.0253
N 2.08971 -0.76002 -0.34316 0.2576
C 2.93279 0.38949 -0.04279 0.0175
C 2.82739 1.42405 -1.18079 0.0186
H 3.22091 2.98318 0.27368 0.0003
H 3.31904 3.51171 -1.38227 0.0010
H 0.87781 3.41182 -1.64431 0.0004
H 1.40292 4.51627 -0.39572 0.0008
H -0.21032 3.56078 0.89611 0.0046
H 0.93760 2.26790 1.12682 0.0022
H -1.20900 4.24223 -0.66311 0.0090
H -2.93621 5.27095 -1.70372 -0.0050
H -4.76883 4.34561 -2.82317 0.0105
H -5.27183 2.07491 -3.11562 -0.0045
H -4.16615 0.24427 -2.36243 0.0092
H -2.84152 -1.54016 -2.30519 0.0044
H -3.88077 -1.24108 -0.91477 0.0050
H -3.04354 -3.34534 -0.50377 -0.0001
H -2.09206 -2.32648 0.55268 0.0002
H -1.16573 -3.41568 -2.15557 0.0043
H -0.88290 -4.19278 -0.60033 0.0053
H 0.66291 -4.73404 -1.82937 0.0095
H 2.52453 -5.80671 -2.54774 -0.0046
H 4.73241 -5.03437 -2.69089 0.0113
H 5.55907 -2.93359 -2.07764 -0.0052
H 4.47636 -1.17340 -1.13975 0.0089
H 3.97034 0.12200 0.15750 0.0021
H 2.54349 0.80641 0.88674 0.0035
H 1.93898 1.19178 -1.77878 0.0086
H 3.67563 1.29042 -1.85378 0.0016
O -0.13373 -0.51159 1.99470 0.1438
S -1.24845 0.18617 2.82074 0.0133
C -0.32716 1.21226 4.01208 0.0039
C -0.41077 0.53678 5.38473 0.0004
C -0.59755 -0.95630 5.13247 0.0009
C -1.68501 -1.03957 4.07010 0.0065
H -0.72443 2.22526 3.98806 0.0004
H 0.68616 1.21256 3.60781 0.0002
H -1.26362 0.93038 5.93956 0.0000
H 0.48465 0.75062 5.96587 0.0001
H -0.89393 -1.49063 6.03366 0.0001
H 0.32267 -1.40807 4.75889 0.0004
H -2.66159 -0.74165 4.45937 0.0009
H -1.78134 -1.99550 3.55756 0.0001